Entry 1:
DFT (ωB97M-V with the def2-TZVPD basis set) results for C26H26Cl44FN3O9P as an isolated structure.

Positions of all 110 atoms, in Å:
1 C -2.9482 0.0990 2.4789
2 C -4.3343 -0.2085 1.9744
3 F -4.9587 1.0129 1.6182
4 C -4.4485 -1.1444 0.7636
5 C -3.3686 -2.2486 0.7272
6 O -2.2301 -1.7061 0.1086
7 C -0.9531 -1.9624 0.6772
8 O -0.3247 -0.7883 1.0456
9 C 0.1773 0.0152 -0.0251
10 C -0.3763 1.4161 0.0726
11 O -0.0582 2.0118 1.3225
12 C -4.2604 -0.3416 -0.5579
13 C -5.5957 0.1856 -0.8902
14 C -5.8375 1.3350 -1.7938
15 C -4.8762 2.5073 -1.5104
16 O -4.0330 2.7473 -2.3444
17 N -4.9406 3.1229 -0.2870
18 C -4.1373 4.3613 -0.3065
19 C -6.2996 3.3792 0.2502
20 N -6.4956 -0.5533 -0.3205
21 N -7.8708 -0.3705 -0.5062
22 C -8.3307 -0.7514 -1.6004
23 O -8.8442 -1.1060 -2.5536
24 C -5.9081 -1.6483 0.5693
25 O -5.9767 -2.8665 -0.0865
26 P -7.0391 -1.8628 2.0485
27 O -8.1704 -2.7087 1.6606
28 O -6.1207 -2.4770 3.1866
29 O -7.4946 -0.4302 2.5773
30 H -3.0564 0.7235 3.3676
31 H -2.3720 0.6563 1.7416
32 H -2.4094 -0.7932 2.7914
33 H -4.9203 -0.5875 2.8063
34 H -3.1592 -2.5908 1.7443
35 H -3.7460 -3.0914 0.1507
36 H -0.3503 -2.4857 -0.0709
37 H -1.0293 -2.5877 1.5685
38 H 1.2640 0.0658 0.0678
39 H -0.0795 -0.4196 -0.9953
40 H -1.4598 1.4209 -0.0990
41 H 0.0965 2.0354 -0.6915
42 H -0.7152 1.7514 1.9746
43 H -3.4854 0.4187 -0.5310
44 H -4.0184 -1.0177 -1.3873
45 H -6.8815 1.6411 -1.7889
46 H -5.6027 1.0272 -2.8165
47 H -3.0815 4.1252 -0.3979
48 H -4.2755 4.8503 0.6544
49 H -4.4520 5.0366 -1.1028
50 H -7.0944 2.9643 -0.3576
51 H -6.4725 4.4475 0.3530
52 H -6.3955 2.9377 1.2435
53 H -6.8910 -3.0502 -0.3550
54 H -6.2166 -2.0164 4.0329
55 H -6.8751 0.2927 2.3875
56 C -5.2915 -5.4252 5.1095
57 Cl -4.7892 -6.8350 6.0292
58 Cl -7.0150 -5.5124 4.7586
59 Cl -4.9573 -3.9572 6.0505
60 Cl -4.3873 -5.3514 3.5908
61 C 2.1309 5.3304 0.4952
62 Cl 3.2780 6.0125 -0.6581
63 Cl 1.9318 6.4296 1.8616
64 Cl 0.5645 5.1015 -0.3042
65 Cl 2.7301 3.7769 1.0693
66 C 3.6622 -2.2519 -0.6336
67 Cl 3.6909 -0.7056 -1.4908
68 Cl 4.9597 -3.2758 -1.2251
69 Cl 3.8180 -1.9470 1.0917
70 Cl 2.0942 -3.0373 -0.9112
71 C 6.7739 5.9687 -3.6143
72 Cl 5.9481 4.8986 -4.7505
73 Cl 5.5730 6.7683 -2.5892
74 Cl 7.8669 5.0245 -2.6020
75 Cl 7.6877 7.1841 -4.5032
76 C 6.6844 -4.4473 -4.9694
77 Cl 6.4698 -2.6956 -5.0940
78 Cl 7.9911 -4.9582 -6.0347
79 Cl 7.0905 -4.8597 -3.3040
80 Cl 5.1854 -5.2564 -5.4341
81 C 10.5647 -3.2437 -1.7413
82 Cl 9.5231 -3.6526 -0.3688
83 Cl 11.7160 -1.9982 -1.2553
84 Cl 11.4414 -4.6805 -2.2642
85 Cl 9.5626 -2.6490 -3.0648
86 C 15.3942 -5.8396 -2.3266
87 Cl 15.1429 -4.1002 -2.4537
88 Cl 16.7527 -6.3158 -3.3485
89 Cl 15.7350 -6.2707 -0.6507
90 Cl 13.9338 -6.6804 -2.8642
91 C 3.0681 1.0025 3.9603
92 Cl 4.6180 0.1883 3.7086
93 Cl 3.1757 2.6609 3.3697
94 Cl 1.7928 0.1532 3.0737
95 Cl 2.6810 1.0086 5.6810
96 C -11.2915 1.7074 0.3644
97 Cl -12.1781 0.5265 -0.5998
98 Cl -12.4150 2.7611 1.2066
99 Cl -10.2619 0.8630 1.5201
100 Cl -10.2650 2.6810 -0.7164
101 C 16.9271 -0.8666 -4.5533
102 Cl 17.0064 -2.5967 -4.8820
103 Cl 17.3128 -0.5785 -2.8534
104 Cl 18.0812 -0.0088 -5.5745
105 Cl 15.2929 -0.2829 -4.8883
106 C -2.6459 5.0954 3.4014
107 Cl -3.6963 3.7556 3.8995
108 Cl -1.5017 4.5154 2.1879
109 Cl -3.6508 6.3795 2.7103
110 Cl -1.7734 5.7132 4.7946

Summary:
Strongest force on any atom in eV/Å: 1.93
HOMO-LUMO gap in eV: 8.1
HOMO in eV: -11.894
Total charge: +1

---

Entry 2:
DFT (ωB97M-V with the def2-TZVPD basis set) results for one molecule with the formula C10H20N2O3.

Positions of all 35 atoms, in Å:
1 C -3.6404 -0.5336 -1.1380
2 C -2.9167 -0.2230 0.1890
3 C -3.1179 1.2930 0.5899
4 C -1.4027 -0.5116 -0.0660
5 N -1.2786 -1.8573 -0.6020
6 C -0.5833 -0.3211 1.1866
7 O -1.0988 -0.5109 2.2704
8 N 0.7174 0.0577 1.0539
9 C 1.5449 -0.2908 -0.0955
10 C 2.0854 -1.6443 0.0143
11 O 2.8384 -2.0858 -0.8176
12 O 1.5652 -2.4106 1.0122
13 C 2.6593 0.7020 -0.4265
14 C 3.7112 1.0162 0.6458
15 C 1.9152 2.0187 -0.7795
16 H -3.2236 -0.0410 -2.0022
17 H -3.5884 -1.6016 -1.4565
18 H -4.6693 -0.2136 -1.1482
19 H -3.1886 -0.9502 0.9353
20 H -2.5196 2.0422 -0.0153
21 H -4.1663 1.5192 0.5088
22 H -2.9470 1.4760 1.6502
23 H -1.0531 0.1437 -0.8250
24 H -0.8712 -1.8344 -1.5226
25 H -0.9599 -2.5652 0.0766
26 H 1.1999 -0.0793 1.9482
27 H 0.7784 -0.1849 -0.9515
28 H 1.9009 -3.3095 0.7617
29 H 3.2549 0.3940 -1.3131
30 H 4.4040 1.7784 0.2748
31 H 4.2316 0.1073 0.9624
32 H 3.2702 1.4610 1.5152
33 H 1.3911 2.3259 0.1649
34 H 1.2189 1.9381 -1.6170
35 H 2.5386 2.8951 -0.9837

Summary:
SMILES: CC(C)[C@H](N)C(=O)N[C@H](C(=O)O)C(C)C
Strongest force on any atom in eV/Å: 2.49
HOMO-LUMO gap in eV: 9.6
HOMO in eV: -9.126
Total charge: 0

---

Entry 3:
DFT (ωB97M-V with the def2-TZVPD basis set) results for an isolated ion of composition C5H6NO and charge +1.

Positions of all 13 atoms, in Å:
1 C 1.0020 -0.4780 -0.5403
2 C -0.0979 -1.4133 -0.4868
3 C -0.1652 -2.3978 0.3847
4 C -1.0957 -0.2328 -0.4215
5 C 0.3388 1.6984 0.3642
6 N 0.1409 0.5585 -0.4019
7 O -0.2434 -3.2943 1.0634
8 H 2.1598 -0.4797 -0.6523
9 H -0.2097 1.6524 1.2354
10 H -1.5879 0.0862 -1.4295
11 H -1.7640 -0.1198 0.3986
12 H 0.1080 2.7684 -0.0856
13 H 1.4142 1.6520 0.5717

Summary:
Spin multiplicity: 3
Strongest force on any atom in eV/Å: 4.83
HOMO-LUMO gap (alpha / beta) in eV: 7.1 / 7.6
HOMO (alpha / beta) in eV: -11.682 / -15.745
Total charge: +1

---

Entry 4:
DFT (ωB97M-V with the def2-TZVPD basis set) results for C26H35BrN4O2Pd as an isolated structure.

Positions of all 69 atoms, in Å:
1 Pd -1.4577 -0.6084 1.2201
2 O -2.6493 -2.1865 7.2586
3 C -2.2969 -1.7170 6.0763
4 C -1.4518 -0.6175 5.8827
5 C -1.1505 -0.2244 4.5986
6 N -1.6334 -0.8456 3.5159
7 C -2.4465 -1.8811 3.7249
8 Br -3.0986 -2.6248 2.0874
9 C -2.8147 -2.3686 4.9462
10 H -2.2556 -1.7072 7.9977
11 H -1.0336 -0.0833 6.7258
12 H -0.5009 0.6222 4.4136
13 H -3.4714 -3.2196 5.0596
14 C -1.1576 0.8935 -5.7562
15 C -0.4596 -0.3561 -5.1926
16 C -1.0577 -1.6264 -5.8243
17 C 1.0282 -0.2918 -5.5453
18 C -0.6911 -0.4102 -3.6954
19 C -1.9890 -0.4993 -3.1886
20 C -2.1891 -0.5696 -1.8267
21 N -1.1772 -0.5547 -0.9594
22 C 0.0809 -0.4410 -1.4070
23 C 0.3456 -0.3688 -2.7651
24 C 1.1312 -0.3934 -0.3617
25 C 2.4901 -0.4100 -0.6373
26 C 3.4303 -0.3790 0.3888
27 C 2.9325 -0.3415 1.6946
28 C 1.5724 -0.3225 1.9075
29 N 0.6934 -0.3448 0.9048
30 C 4.9273 -0.3912 0.1470
31 C 5.5323 0.8803 0.7683
32 C 5.5233 -1.6411 0.8171
33 C 5.2658 -0.4197 -1.3444
34 H -0.9604 0.9648 -6.8256
35 H -0.7765 1.7984 -5.2794
36 H -2.2383 0.8570 -5.6161
37 H -0.8561 -1.6249 -6.8953
38 H -2.1375 -1.6860 -5.6881
39 H -0.6050 -2.5220 -5.3948
40 H 1.1322 -0.2729 -6.6291
41 H 1.5671 -1.1683 -5.1792
42 H 1.4993 0.6135 -5.1562
43 H -2.8452 -0.5120 -3.8474
44 H -3.1847 -0.6425 -1.4082
45 H 1.3649 -0.2720 -3.1061
46 H 2.8156 -0.4555 -1.6654
47 H 3.5953 -0.3297 2.5476
48 H 1.1699 -0.2869 2.9110
49 H 5.4057 0.9075 1.8507
50 H 5.0744 1.7753 0.3432
51 H 6.6009 0.9132 0.5570
52 H 5.3950 -1.6262 1.8999
53 H 6.5921 -1.6857 0.6085
54 H 5.0636 -2.5508 0.4269
55 H 4.8768 0.4597 -1.8623
56 H 4.8868 -1.3222 -1.8285
57 H 6.3483 -0.4161 -1.4628
58 C -4.0406 3.5914 0.9000
59 N -4.0569 2.7538 2.0997
60 C -4.9056 3.0981 3.2466
61 C -3.3115 1.6750 2.1428
62 O -2.5717 1.3101 1.2026
63 H -4.6750 4.4563 1.0560
64 H -4.4043 3.0301 0.0397
65 H -3.0254 3.9237 0.6870
66 H -5.4534 4.0069 3.0257
67 H -4.3047 3.2707 4.1389
68 H -5.6263 2.3069 3.4502
69 H -3.3799 1.1101 3.0793

Summary:
Spin multiplicity: 3
Strongest force on any atom in eV/Å: 0.89
HOMO-LUMO gap (alpha / beta) in eV: 9.0 / 6.8
HOMO (alpha / beta) in eV: -14.588 / -14.575
Total charge: +2

---

Entry 5:
DFT (ωB97M-V with the def2-TZVPD basis set) results for one molecule with the formula C7H17NO.

Positions of all 26 atoms, in Å:
1 C 2.0874 1.8447 0.2958
2 C 1.3342 0.5146 0.3652
3 C 2.1657 -0.5712 -0.3137
4 C -0.0485 0.7075 -0.2689
5 C -1.0974 -0.4187 -0.1446
6 C -0.9447 -1.4997 -1.2173
7 C -1.1085 -1.0556 1.2463
8 N -2.4475 0.1266 -0.3793
9 O -2.7793 1.1725 0.5407
10 H 1.5288 2.6323 0.7966
11 H 3.0602 1.7590 0.7752
12 H 2.2417 2.1398 -0.7402
13 H 1.2111 0.2540 1.4206
14 H 3.1896 -0.5403 0.0543
15 H 1.7715 -1.5625 -0.1094
16 H 2.1863 -0.4199 -1.3908
17 H 0.0839 0.9370 -1.3307
18 H -0.4964 1.5883 0.2019
19 H -0.0546 -2.0946 -1.0482
20 H -1.8123 -2.1548 -1.1928
21 H -0.8801 -1.0537 -2.2074
22 H -1.9725 -1.7110 1.3336
23 H -0.2106 -1.6438 1.4070
24 H -1.1684 -0.2891 2.0154
25 H -2.4679 0.5797 -1.2915
26 H -3.3713 0.7588 1.1821

Summary:
SMILES: CC(C)CC(C)(C)NO
Strongest force on any atom in eV/Å: 0.55
HOMO-LUMO gap in eV: 10.0
HOMO in eV: -9.084
Total charge: 0

---

Entry 6:
DFT (ωB97M-V with the def2-TZVPD basis set) results for a 2-piece molecular cluster, C5H9NO overall.

Positions of all 16 atoms, in Å:
1 C -0.7214 0.7305 -1.3345
2 C 0.1936 -0.3402 -0.7701
3 C 1.6364 0.0836 -0.5846
4 C -0.3442 -1.4973 -0.0834
5 N -0.0441 -1.7626 -1.2722
6 H -0.5074 1.7009 -0.8744
7 H -1.7761 0.4972 -1.1562
8 H -0.5707 0.8218 -2.4174
9 H 2.1111 0.2582 -1.5585
10 H 2.2135 -0.6807 -0.0550
11 H 1.6873 1.0126 -0.0063
12 H -0.7590 -2.0079 0.7833
13 C -0.8500 0.2283 2.3378
14 O -0.2478 1.1607 1.8733
15 H -1.9507 0.1248 2.2436
16 H -0.3369 -0.5890 2.8833

Summary:
SMILES: CC1(C)C=N1.C=O
Strongest force on any atom in eV/Å: 0.59
HOMO-LUMO gap in eV: 10.2
HOMO in eV: -9.621
Total charge: 0